Entry from the OMol25 dataset: a 7-piece molecular cluster, C53H81Cl2IN4O10 overall in a non-equilibrium geometry (ωB97M-V/def2-TZVPD).

Atoms and positions in Å:
1 H 2.5698 2.1247 -6.8482
2 N 3.1642 1.4818 -6.2800
3 C 2.3552 0.8539 -5.3592
4 N 0.8346 1.0751 -5.2536
5 N 2.9788 -0.1578 -4.4229
6 C 3.0385 0.3444 -2.9853
7 C 4.1371 1.5515 -2.7470
8 C 3.3363 2.9813 -2.7759
9 C 3.6913 3.9183 -1.4365
10 C 2.3789 3.8153 -0.4606
11 C 1.9273 2.2645 -0.0254
12 C 0.6255 1.9100 0.9042
13 C -0.2849 3.1825 1.4958
14 C 0.1535 4.7081 1.0657
15 I -1.1677 6.3289 1.8474
16 C 1.4819 5.0655 0.1136
17 C 1.9106 6.6299 -0.2807
18 Cl 2.2537 7.6771 1.2517
19 C 0.7986 7.3481 -1.2947
20 C 0.9936 6.5568 -2.7554
21 Cl 1.1923 9.1451 -1.6109
22 C -1.5420 2.7638 2.4602
23 O -1.9459 3.3886 3.5688
24 C -2.3934 1.3784 2.0684
25 C -4.0087 1.3130 2.3402
26 C -4.7879 -0.0927 1.9839
27 N -6.2670 -0.2980 2.2294
28 C -6.4805 -0.9194 3.4659
29 C -5.3464 -1.0752 4.6418
30 C -7.9963 -1.5188 3.8351
31 C -3.9050 -1.3289 1.3546
32 C -2.2591 -1.2499 1.0677
33 C -1.4659 -2.5307 0.4197
34 C -2.2705 -3.3165 -0.7732
35 C -3.0809 -2.3504 -1.8208
36 C -2.1837 -1.1634 -2.5100
37 O -0.8535 -1.0299 -2.3884
38 O -2.8580 -0.1594 -3.3943
39 C -1.4767 0.1379 1.4549
40 C 0.1667 0.3813 1.2852
41 O 1.0577 -0.5987 1.4545
42 H 0.5925 1.4352 -4.3044
43 H 0.5085 1.7305 -6.0081
44 H 3.9865 -0.3417 -4.6767
45 H 3.4363 -0.5797 -2.3429
46 H 1.9823 0.6645 -2.5706
47 H 4.5509 1.4223 -1.6368
48 H 5.0124 1.5556 -3.5239
49 H 2.1645 2.8840 -2.8727
50 H 3.6912 3.5913 -3.7388
51 H 3.9202 4.9842 -1.8597
52 H 4.6665 3.5006 -0.8885
53 H 2.5837 1.3543 -0.4226
54 H 2.9354 6.6690 -0.8921
55 H -0.3112 7.1474 -0.9831
56 H 2.1521 6.6058 -2.9857
57 H 0.3448 7.0266 -3.6087
58 H 0.7519 5.3946 -2.6281
59 H -4.5931 2.2297 2.7732
60 H -4.5396 -1.8919 4.3313
61 H -5.8269 -1.4977 5.6497
62 H -4.8118 -0.0720 4.9454
63 H -8.0916 -1.6880 5.0014
64 H -8.2155 -2.5304 3.2761
65 H -8.7646 -0.6851 3.4768
66 H -4.5066 -2.3324 1.1213
67 H -0.4565 -2.1058 -0.0439
68 H -1.1862 -3.3355 1.2482
69 H -3.0195 -4.1383 -0.4060
70 H -1.4424 -3.8953 -1.4090
71 H -4.0742 -1.8760 -1.3768
72 H -3.4477 -3.0507 -2.7153
73 H -3.3161 0.5430 -2.8326
74 C -0.2010 -1.1002 5.6107
75 C 0.4233 -2.4450 5.8802
76 C -0.7683 -3.3726 5.7835
77 O -1.6792 -2.7835 4.8451
78 C -1.2524 -1.4406 4.5773
79 H 0.5105 -0.3471 5.2628
80 H -0.6807 -0.7244 6.5223
81 H 1.1467 -2.6827 5.0914
82 H 0.9353 -2.5072 6.8438
83 H -1.2863 -3.4558 6.7448
84 H -0.4921 -4.3763 5.4479
85 H -0.8349 -1.4186 3.5648
86 H -2.1122 -0.7660 4.6151
87 C -3.1772 -6.4498 -4.1930
88 C -2.0294 -7.2519 -3.6363
89 C -2.1187 -6.9480 -2.1567
90 O -3.5027 -6.7130 -1.8629
91 C -4.2157 -6.5829 -3.1007
92 H -3.5317 -6.8051 -5.1638
93 H -2.8792 -5.3999 -4.2995
94 H -2.2051 -8.3201 -3.8096
95 H -1.0599 -6.9904 -4.0679
96 H -1.5642 -6.0381 -1.9036
97 H -1.7449 -7.7682 -1.5370
98 H -4.8189 -7.4874 -3.2352
99 H -4.8861 -5.7205 -3.0513
100 C 4.8252 -3.5233 9.0027
101 C 4.7168 -2.9320 7.6209
102 C 4.4542 -4.1566 6.7719
103 O 3.7421 -5.0896 7.5962
104 C 3.7964 -4.6316 8.9544
105 H 4.6397 -2.8041 9.8044
106 H 5.8257 -3.9482 9.1471
107 H 3.8567 -2.2536 7.5744
108 H 5.6060 -2.3787 7.3082
109 H 5.3901 -4.6324 6.4603
110 H 3.8644 -3.9292 5.8792
111 H 2.8009 -4.2605 9.2216
112 H 4.0467 -5.4661 9.6152
113 C -1.9650 5.6315 -7.4375
114 C -1.5725 7.0863 -7.4528
115 C -1.1862 7.3255 -6.0095
116 O -0.6760 6.0840 -5.5041
117 C -0.9796 5.0481 -6.4486
118 H -1.9176 5.1531 -8.4190
119 H -2.9866 5.5268 -7.0533
120 H -0.7000 7.2281 -8.1015
121 H -2.3671 7.7527 -7.7979
122 H -2.0573 7.5996 -5.4050
123 H -0.4276 8.1062 -5.9024
124 H -0.0446 4.7619 -6.9424
125 H -1.3783 4.1757 -5.9236
126 C 0.9412 8.2776 -12.2120
127 C 2.0890 7.4755 -11.6554
128 C 1.9997 7.7794 -10.1757
129 O 0.6156 8.0144 -9.8820
130 C -0.0973 8.1445 -11.1197
131 H 0.5866 7.9223 -13.1828
132 H 1.2392 9.3275 -12.3185
133 H 1.9133 6.4073 -11.8286
134 H 3.0585 7.7370 -12.0869
135 H 2.5542 8.6893 -9.9226
136 H 2.3735 6.9592 -9.5560
137 H -0.7005 7.2400 -11.2542
138 H -0.7677 9.0069 -11.0703
139 C 2.5852 -8.3760 9.8799
140 C 2.5058 -9.8749 10.0128
141 C 3.0438 -10.0981 11.4094
142 O 2.7035 -8.9355 12.1772
143 C 2.2433 -7.9154 11.2800
144 H 1.9146 -7.9659 9.1206
145 H 3.6106 -8.0794 9.6289
146 H 1.4591 -10.1968 9.9598
147 H 3.0688 -10.4148 9.2473
148 H 4.1353 -10.1881 11.4052
149 H 2.6221 -10.9890 11.8836
150 H 1.1602 -7.8184 11.4121
151 H 2.7127 -6.9612 11.5346

Forces on the atoms, in the same order (eV/Å):
H 0.444 -0.642 0.514
N -3.642 -2.253 3.131
C 1.624 1.611 -1.861
N 2.998 0.198 0.102
N -0.605 2.486 -0.215
C 1.058 -0.763 0.954
C -1.429 0.338 0.918
C 0.914 1.005 -0.629
C -0.742 -0.576 -0.469
C -2.900 -0.555 2.665
C -2.081 1.751 1.371
C 0.950 3.562 -0.896
C 2.738 0.236 -2.168
C 1.543 -3.077 -0.631
I 1.344 -1.556 -0.822
C -0.262 -3.258 0.345
C -0.206 -0.221 -0.915
Cl -0.405 -1.225 -1.422
C 0.197 -2.346 -1.255
C 0.705 -0.258 0.829
Cl -0.507 -1.829 0.597
C -2.284 1.327 3.943
O 2.694 -3.194 -6.742
C -0.585 -1.785 -0.796
C 2.383 -3.270 -1.568
C 3.913 0.309 -0.391
N 2.153 -2.677 4.701
C 0.236 1.187 -1.938
C -0.129 -0.946 0.524
C 0.523 1.141 -0.298
C 1.342 2.768 0.841
C -1.797 2.445 1.484
C 0.249 0.384 -0.046
C 0.446 0.168 -0.824
C -0.320 -0.073 -0.934
C 5.723 1.606 0.275
O -8.593 -1.176 -0.667
O 0.489 -1.340 2.916
C -3.367 -0.055 0.325
C 2.346 -3.112 0.536
O -5.292 5.766 -1.191
H 0.126 -0.527 -1.148
H 0.747 -0.776 1.290
H -1.666 0.626 -0.240
H -1.135 1.881 -1.376
H 2.117 -0.765 -0.993
H -0.624 0.175 -2.494
H -1.734 -0.194 1.512
H 2.423 -0.016 0.295
H -0.813 -1.316 2.093
H -0.651 -1.877 1.311
H -2.298 0.954 -1.121
H -1.654 2.228 1.018
H -2.346 -0.408 1.599
H 2.265 0.981 -0.187
H -2.388 0.085 0.104
H 1.400 -0.999 1.826
H 0.258 2.622 -0.221
H 1.409 -1.977 -0.931
H -1.574 1.929 0.493
H 0.778 0.953 -2.388
H -1.068 -1.936 -1.060
H 0.263 0.420 -2.552
H 0.614 2.118 1.033
H 1.551 -1.974 0.777
H 1.595 2.425 0.514
H -2.267 -0.928 1.123
H -0.645 1.924 -1.570
H 1.366 1.698 -0.511
H -1.785 1.339 1.430
H 2.284 -0.849 -0.841
H 0.807 1.625 1.767
H 0.844 -1.542 -0.769
C -0.118 0.569 0.306
C 0.581 -0.291 -0.083
C -0.338 -0.298 0.090
O 0.201 0.072 0.167
C -0.092 0.002 -0.467
H -0.110 -0.069 0.005
H 0.061 0.021 -0.097
H -0.048 -0.002 0.103
H -0.064 -0.041 -0.088
H 0.074 -0.068 0.060
H -0.124 0.085 -0.017
H -0.008 0.105 0.089
H -0.025 -0.104 -0.079
C -0.110 0.492 -0.400
C 0.351 -0.531 -0.142
C 0.100 0.126 0.402
O 0.134 0.056 -0.300
C -0.345 -0.176 0.228
H 0.015 0.064 0.122
H -0.049 -0.089 -0.044
H 0.070 0.106 0.018
H -0.106 -0.034 0.081
H 0.104 -0.087 -0.016
H -0.121 0.115 0.024
H -0.061 0.062 -0.075
H 0.032 -0.077 0.116
C 0.447 -0.062 0.486
C -0.166 0.556 -0.285
C 0.051 -0.343 -0.297
O 0.147 0.285 0.152
C -0.384 -0.226 0.006
H 0.012 -0.109 -0.074
H -0.113 0.053 0.040
H 0.108 -0.032 -0.039
H -0.116 -0.073 0.006
H 0.021 0.076 -0.076
H 0.003 -0.127 0.092
H 0.012 0.004 0.118
H -0.065 -0.014 -0.125
C -0.577 -0.344 -0.070
C 0.388 0.413 -0.455
C -0.107 0.219 0.361
O -0.181 -0.091 -0.344
C 0.348 -0.173 0.169
H 0.013 0.027 0.119
H 0.095 -0.074 -0.060
H -0.176 0.063 0.085
H 0.088 -0.052 0.072
H -0.006 0.096 -0.005
H -0.012 -0.123 0.064
H -0.012 -0.077 -0.064
H 0.069 0.090 0.083
C -0.098 0.507 -0.406
C 0.338 -0.544 -0.141
C 0.139 0.176 0.411
O 0.166 -0.015 -0.355
C -0.384 -0.129 0.220
H 0.011 0.053 0.125
H -0.072 -0.110 -0.028
H 0.075 0.102 0.015
H -0.105 -0.040 0.084
H 0.087 -0.057 -0.005
H -0.115 0.106 0.027
H -0.065 0.040 -0.083
H 0.056 -0.090 0.118
C 0.293 0.462 -0.367
C -0.345 -0.493 -0.225
C 0.259 -0.089 0.356
O -0.020 -0.024 -0.362
C -0.236 0.098 0.346
H 0.106 -0.006 0.094
H -0.133 0.017 -0.024
H 0.122 -0.016 -0.015
H -0.060 0.045 0.108
H 0.003 -0.103 -0.041
H 0.047 0.141 0.064
H -0.001 0.104 -0.052
H -0.025 -0.107 0.099

Properties
Frontier orbital gap = 6.984 eV
SMILES = [H]/N=C(\N)NCCCCc1cc2c(c(I)c1[C@H](Cl)[C@H](C)Cl)C(=O)c1cc(N=C(C)C)cc(CCCC(=O)O)c1C2=O.C1CCOC1.C1CCOC1.C1CCOC1.C1CCOC1.C1CCOC1.C1CCOC1
Total charge = 0
DFT total energy = -4256.58837 a.u.
Maximum force = 8.70 eV/Å